No. 1
The following is a DFT calculation (ωB97M-V/def2-TZVPD) of a structure of composition C23H27N4SSi2W at a distorted geometry.

Results
- highest occupied orbital energy (eV) = -16.85
- net charge = +3
- F_max (eV/A) = 1.2

Each line ends with the natural charge from an NBO analysis.
Element x y z (Å)
W -0.505 0.094 0.695  0.655
N 2.688 0.170 3.764  -0.736
C 1.984 0.131 2.639  0.285
S 0.223 0.443 2.770  0.171
N 2.516 0.007 1.474  -0.343
N 1.610 -0.010 0.443  -0.379
C 2.129 0.015 -0.780  0.439
C 3.545 0.038 -1.101  -0.109
C 4.002 0.929 -2.088  -0.193
C 5.343 0.974 -2.407  -0.190
C 6.232 0.098 -1.792  -0.103
C 5.784 -0.807 -0.834  -0.199
C 4.454 -0.823 -0.464  -0.147
C 1.120 0.012 -1.841  0.114
C 1.403 -0.224 -3.174  -0.164
C 0.364 -0.304 -4.094  -0.069
C -0.936 -0.158 -3.650  -0.197
C -1.162 0.075 -2.306  0.086
N -0.165 0.156 -1.404  -0.563
H 2.258 0.294 4.666  0.434
H 3.695 0.104 3.720  0.444
H 3.319 1.621 -2.563  0.224
H 5.701 1.686 -3.137  0.252
H 7.280 0.120 -2.060  0.253
H 6.480 -1.493 -0.372  0.252
H 4.112 -1.520 0.283  0.233
H 2.425 -0.370 -3.487  0.279
H 0.579 -0.489 -5.138  0.273
H -1.777 -0.216 -4.327  0.272
H -2.165 0.201 -1.923  0.225
C -1.567 -2.804 3.107  -1.141
Si -1.627 -2.057 1.418  1.554
C -1.427 -3.254 0.004  -1.151
C -2.925 -0.702 0.859  -0.447
C -4.075 -1.378 0.448  -0.174
C -5.076 -0.730 -0.265  -0.091
C -4.923 0.599 -0.649  -0.174
C -3.776 1.276 -0.281  -0.147
C -2.800 0.665 0.548  -0.508
Si -1.856 2.048 1.485  1.641
C -1.312 3.330 0.247  -1.175
C -2.233 2.680 3.172  -1.157
H -2.367 -3.543 3.203  0.296
H -1.686 -2.075 3.908  0.278
H -0.619 -3.331 3.233  0.293
H -2.210 -4.017 0.053  0.293
H -0.477 -3.784 0.093  0.288
H -1.489 -2.788 -0.979  0.254
H -4.204 -2.433 0.660  0.246
H -5.964 -1.278 -0.551  0.271
H -5.694 1.098 -1.220  0.272
H -3.674 2.316 -0.565  0.249
H -2.078 4.111 0.183  0.300
H -1.141 2.952 -0.760  0.255
H -0.408 3.837 0.595  0.295
H -3.074 3.376 3.120  0.301
H -1.363 3.232 3.535  0.297
H -2.490 1.901 3.889  0.284



No. 2
The following is a DFT calculation (ωB97M-V/def2-TZVPD) of a cluster of 2 separate species, C23H27N5O4S in total at a distorted geometry.

Results
- highest occupied orbital energy (eV) = -9.04
- SMILES = CNC(=O)[C@H](Cc1ccc(O)cc1)NC(C)=O.O=C(N1CCc2sccc2C1)n1ccnc1
- net charge = 0
- F_max (eV/A) = 3.4

Each line ends with the natural charge from an NBO analysis.
Element x y z (Å)
O 1.987 0.281 4.816  -0.621
O -3.689 -6.243 -1.365  -0.630
O -5.206 -2.538 -2.699  -0.633
N 6.389 -0.176 4.362  -0.435
O -0.637 3.136 -1.991  -0.683
S 1.012 4.927 0.463  0.380
C 2.884 0.604 4.043  0.816
C -3.459 -5.148 -1.854  0.684
C -4.093 -2.069 -2.507  0.655
C 5.366 0.306 3.696  0.172
C 5.872 -0.634 5.562  -0.090
C 2.668 5.093 -0.108  -0.379
C 3.513 4.162 0.447  -0.239
C 4.530 -0.407 5.603  -0.069
C 2.818 3.269 1.366  -0.096
C 1.484 3.570 1.475  -0.163
C -1.331 1.276 -0.638  -0.312
C -0.515 0.935 -2.914  -0.296
C -1.543 -0.109 -0.508  -0.190
C -0.726 -0.450 -2.783  -0.213
C -0.823 1.800 -1.845  0.389
C -1.263 -0.969 -1.588  -0.068
N 4.179 0.220 4.412  -0.420
N -3.686 -1.006 -3.214  -0.623
N 2.514 1.320 2.894  -0.445
N -3.451 -4.071 -1.064  -0.605
C -3.155 -5.054 -3.337  -0.721
C -4.464 -0.378 -4.282  -0.410
C 3.466 2.131 2.119  -0.224
C 0.580 2.762 2.360  -0.444
C 1.107 1.328 2.442  -0.203
C -1.668 -2.427 -1.513  -0.421
C -3.192 -2.653 -1.381  -0.118
H -0.728 3.609 -1.163  0.486
H 5.478 0.706 2.696  0.206
H 6.451 -1.106 6.350  0.217
H 2.981 5.851 -0.820  0.244
H 4.575 4.100 0.223  0.230
H 3.858 -0.665 6.417  0.247
H -1.585 1.940 0.172  0.207
H -0.117 1.349 -3.829  0.230
H -1.952 -0.507 0.411  0.216
H -0.506 -1.107 -3.615  0.226
H -2.794 -0.597 -2.979  0.416
H -3.704 -4.282 -0.112  0.411
H -2.163 -4.645 -3.494  0.211
H -3.908 -4.445 -3.831  0.245
H -3.192 -6.058 -3.759  0.247
H -5.349 0.100 -3.858  0.206
H -4.788 -1.135 -5.000  0.214
H -3.862 0.371 -4.798  0.206
H 3.976 1.490 1.393  0.198
H 4.210 2.573 2.790  0.223
H 0.554 3.205 3.361  0.232
H -0.437 2.762 1.963  0.215
H 0.444 0.750 3.093  0.253
H 1.052 0.862 1.452  0.200
H -1.173 -2.866 -0.645  0.229
H -1.297 -2.944 -2.396  0.213
H -3.495 -2.099 -0.493  0.224



No. 3
The following is a DFT calculation (ωB97M-V/def2-TZVPD) of an isolated molecule of C23H27N5O5S at a distorted geometry.

Results
- highest occupied orbital energy (eV) = -8.71
- SMILES = CN(C)Cc1nc2ccccc2c(=O)n1CC(=O)Nc1cccc(S(=O)(=O)N2CCOCC2)c1
- net charge = 0
- F_max (eV/A) = 1.1

Each line ends with the natural charge from an NBO analysis.
Element x y z (Å)
C 0.270 2.454 -0.387  -0.413
N 1.608 1.989 -0.698  -0.453
C 2.359 3.005 -1.414  -0.419
H 2.481 3.927 -0.829  0.175
H 3.349 2.619 -1.655  0.205
H 1.840 3.244 -2.341  0.203
C 2.309 1.578 0.511  -0.278
C 3.635 0.915 0.246  0.478
N 4.649 1.399 0.866  -0.505
C 5.873 0.807 0.712  0.249
C 6.975 1.317 1.408  -0.236
C 8.210 0.729 1.261  -0.176
C 8.380 -0.372 0.422  -0.228
C 7.308 -0.885 -0.271  -0.138
C 6.047 -0.301 -0.133  -0.217
C 4.902 -0.826 -0.860  0.669
O 4.932 -1.750 -1.649  -0.607
N 3.698 -0.155 -0.603  -0.426
C 2.520 -0.669 -1.269  -0.337
H 2.070 0.116 -1.879  0.239
H 2.879 -1.491 -1.903  0.284
C 1.521 -1.234 -0.265  0.682
O 1.852 -1.749 0.776  -0.597
N 0.230 -1.084 -0.686  -0.606
C -0.944 -1.452 -0.029  0.139
C -2.151 -0.976 -0.543  -0.182
C -3.335 -1.314 0.074  -0.339
C -3.365 -2.121 1.195  -0.190
C -2.166 -2.591 1.705  -0.189
C -0.962 -2.262 1.105  -0.217
H -0.033 -2.628 1.509  0.259
H -2.164 -3.224 2.579  0.224
H -4.314 -2.367 1.641  0.235
S -4.874 -0.689 -0.594  2.315
O -4.557 0.232 -1.653  -0.952
O -5.752 -1.782 -0.886  -0.932
N -5.473 0.090 0.769  -0.675
C -6.914 0.068 0.938  -0.261
H -7.262 -0.912 0.613  0.243
C -7.571 1.176 0.113  -0.089
H -8.639 1.243 0.324  0.199
O -7.026 2.437 0.440  -0.523
C -5.639 2.473 0.183  -0.095
H -5.304 3.473 0.465  0.195
C -4.901 1.402 0.995  -0.257
H -3.850 1.362 0.707  0.218
H -4.979 1.621 2.065  0.208
H -5.447 2.301 -0.885  0.191
H -7.415 0.964 -0.956  0.173
H -7.129 0.209 2.002  0.204
H -2.186 -0.346 -1.419  0.233
H 0.083 -0.574 -1.546  0.407
H 7.410 -1.737 -0.926  0.236
H 9.357 -0.821 0.320  0.217
H 9.059 1.123 1.801  0.216
H 6.825 2.168 2.054  0.226
H 1.675 0.873 1.057  0.226
H 2.519 2.431 1.176  0.211
H 0.271 3.346 0.256  0.172
H -0.245 2.698 -1.315  0.203
H -0.281 1.662 0.121  0.201



No. 4
The following is a DFT calculation (ωB97M-V/def2-TZVPD) of an isolated molecule of C23H27NOS at a distorted geometry.

Results
- highest occupied orbital energy (eV) = -8.62
- net charge = 0
- F_max (eV/A) = 1.2

Each line ends with the natural charge from an NBO analysis.
Element x y z (Å)
C 6.135 1.364 0.266  -0.607
C 6.601 0.153 -0.534  -0.388
C 5.445 -0.656 -1.123  -0.387
C 4.635 -1.408 -0.069  -0.404
C 3.451 -2.140 -0.696  -0.395
C 2.649 -2.977 0.302  -0.373
H 3.265 -3.798 0.675  0.202
H 1.793 -3.409 -0.222  0.212
C 2.139 -2.171 1.508  -0.491
C 1.521 -0.931 1.096  0.066
C 1.039 0.102 0.709  -0.089
C 0.493 1.324 0.257  0.002
C 1.178 2.515 0.504  -0.206
C 0.672 3.719 0.058  -0.186
C -0.527 3.758 -0.644  -0.215
C -1.213 2.589 -0.899  -0.150
C -0.720 1.361 -0.457  -0.122
C -1.441 0.135 -0.721  0.110
N -2.504 0.099 -1.409  -0.643
S -3.254 -1.425 -1.635  1.413
O -2.603 -2.413 -0.776  -0.973
C -4.719 -0.842 -0.721  -0.171
C -5.014 -1.384 0.513  -0.236
C -6.125 -0.933 1.205  -0.202
C -6.942 0.053 0.666  -0.006
C -6.625 0.583 -0.583  -0.212
C -5.519 0.137 -1.280  -0.224
H -5.264 0.549 -2.245  0.222
H -7.256 1.351 -1.008  0.211
C -8.135 0.560 1.417  -0.628
H -8.984 0.690 0.748  0.219
H -8.415 -0.125 2.213  0.216
H -7.910 1.529 1.863  0.223
H -6.360 -1.353 2.172  0.211
H -4.369 -2.150 0.916  0.243
H -1.025 -0.781 -0.286  0.210
H -2.146 2.594 -1.442  0.232
H -0.919 4.703 -0.990  0.216
H 1.211 4.634 0.256  0.217
H 2.111 2.480 1.048  0.222
H 1.406 -2.770 2.057  0.241
H 2.967 -1.946 2.186  0.230
H 2.787 -1.405 -1.157  0.207
H 3.814 -2.801 -1.487  0.203
H 4.262 -0.695 0.666  0.198
H 5.283 -2.123 0.444  0.192
H 4.780 0.016 -1.671  0.194
H 5.847 -1.377 -1.840  0.198
H 7.208 -0.494 0.103  0.192
H 7.237 0.500 -1.353  0.199
H 5.569 1.060 1.144  0.200
H 5.501 2.002 -0.346  0.200
H 6.989 1.948 0.601  0.209



In order of appearance, gap between HOMO and LUMO = 5.81 9.27 9.11 8.67 eV.
In order of appearance, relative energy (zero: lowest compared OMol25 entry of this formula, charge and spin) = 2.9 24.6 24.5 1.5 kcal per mole.